No. 1
78
Properties=species:S:1:pos:R:3:forces:R:3:mulliken_charge:R:1 method="wB97M-V/def2-TZVPD" e_homo_ev=-4.1 max_force_ev_per_a=2.7 orbital_gap_ev=1.8 spin_multiplicity=1
C -1.10522 -1.41235 -0.54958 0.2 1.1 -0.8 -1.546
C -1.54775 0.12636 -0.66669 -1.7 -1.9 0.3 -0.605
C -3.05687 0.26967 -1.20830 1.0 0.0 0.6 -1.086
C -4.01981 0.68494 -0.09161 -0.6 -0.9 -0.2 0.712
C -3.98306 -0.32925 1.09911 -0.5 0.0 -0.7 -1.485
C -5.48321 0.69667 -0.55462 0.7 1.0 0.5 -0.543
C -5.94661 0.03635 -1.65155 0.2 -0.1 -0.2 -0.376
N -7.25255 0.05935 -1.97147 0.2 0.0 0.5 0.779
O -7.65655 -0.62651 -3.08985 0.1 -0.1 0.0 -0.370
C -8.15431 0.71618 -1.25852 -0.9 0.4 -0.3 -0.453
B -9.69799 0.67555 -1.69423 -0.7 -0.2 0.3 0.763
O -9.95948 1.29821 -2.80556 -1.8 -0.6 -0.2 -0.285
O -10.67965 0.03041 -0.94229 1.1 -0.4 -0.2 -0.442
C -10.28259 -1.22111 -0.39499 -0.5 -0.1 0.5 -0.591
C -7.73552 1.44235 -0.14595 0.2 -0.5 0.3 0.568
S -8.98103 2.34806 0.78499 0.1 -1.1 -0.6 -0.346
C -6.40129 1.44001 0.21516 -0.3 0.3 -0.5 0.106
C -5.97598 2.23301 1.42162 -0.1 0.4 0.3 -0.486
O -6.18994 1.83372 2.51816 0.1 -0.7 0.5 -0.434
O -5.34925 3.41300 1.22757 -0.4 0.0 -0.4 -0.452
H -1.95394 -2.12100 -0.73190 0.6 0.4 0.5 0.676
H -0.72794 -1.61597 0.44708 0.2 -0.1 -0.1 0.297
H -0.26445 -1.56766 -1.26443 -0.4 -0.4 0.6 0.255
H -0.83411 0.70628 -1.24394 0.0 0.0 0.0 0.496
H -1.60912 0.46119 0.36578 0.4 0.5 -0.2 0.375
H -3.05508 1.00391 -2.02058 -0.3 -0.1 -0.1 0.537
H -3.41038 -0.71680 -1.60121 -0.4 1.4 1.2 0.202
H -3.81263 1.69574 0.25963 0.4 0.0 -0.1 0.643
H -4.79251 -1.04465 0.92379 0.1 -0.1 0.2 0.393
H -4.20111 0.16358 2.04241 0.3 -0.1 0.1 0.351
H -3.06956 -0.91675 1.11799 0.2 0.3 0.3 0.431
H -5.31070 -0.52748 -2.31046 -0.1 0.0 -0.2 0.821
H -7.89752 -1.51340 -2.77813 0.0 0.0 0.0 0.356
H -10.87435 1.12490 -3.07481 0.0 0.3 -0.1 0.317
H -10.00885 -1.13460 0.66223 0.2 0.1 -0.1 0.223
H -9.46907 -1.70118 -0.95081 0.0 0.1 0.0 0.154
H -11.13978 -1.89398 -0.42644 0.0 0.0 -0.1 0.301
H -9.27753 1.49843 1.79408 0.3 0.0 -0.1 0.240
H -5.91110 3.98656 0.67482 0.3 0.1 -0.2 0.377
F -8.41661 2.54191 -3.75519 1.6 0.5 0.1 -0.877
C 2.80273 -1.04005 0.00633 0.1 0.0 -0.3 -0.290
O 2.09488 -2.20855 -0.43276 -0.3 -0.2 0.2 -0.547
H 2.15496 -0.49426 0.69517 -0.1 -0.1 0.0 0.258
H 3.71927 -1.31949 0.52343 0.0 0.1 0.1 0.164
H 3.04430 -0.40242 -0.84620 0.0 0.1 0.1 0.165
H 2.67113 -2.68038 -1.04134 0.0 0.2 -0.2 0.296
Ca -9.43987 4.89146 1.59096 -0.2 1.3 0.4 -0.058
O 8.08104 -1.24691 3.50163 0.5 0.0 -0.1 -0.766
C 7.03964 -0.61130 3.10546 -0.2 0.5 2.1 0.576
C 6.86307 -0.82589 1.40215 -0.1 -0.4 -2.7 0.277
O 5.85879 -0.18475 0.95427 0.1 0.2 0.5 -0.528
H 7.03538 0.49178 3.20431 0.5 -0.6 -0.6 -0.527
H 6.06042 -0.92298 3.52154 0.0 -0.5 -0.5 0.317
H 6.86164 -1.92649 1.26981 -0.4 -0.1 0.6 0.272
H 7.86373 -0.51959 1.01164 0.0 0.6 0.5 -0.319
N 9.99415 -1.92610 1.66604 0.7 -0.1 -0.5 0.192
C 10.31552 -1.51042 0.39895 0.4 0.2 0.5 -1.015
C 10.92917 -2.55611 -0.25508 0.3 0.0 -0.1 -0.647
C 10.97449 -3.63871 0.65411 0.1 -0.1 0.0 -0.555
C 10.38588 -3.21670 1.82311 -0.1 0.3 -0.1 -0.420
H 9.52984 -1.36794 2.37486 -0.8 0.0 0.5 0.246
H 10.07443 -0.51320 0.06842 -0.6 -0.1 -0.2 0.918
H 11.29583 -2.54318 -1.26946 -0.1 -0.1 -0.1 0.457
H 11.38431 -4.61747 0.47298 0.0 0.0 0.0 0.399
H 10.21331 -3.73135 2.75239 -0.1 0.0 0.0 0.455
O 4.31657 -0.68946 -3.13547 0.3 0.2 -0.2 -0.547
P 3.19148 0.14996 -3.79824 -1.3 -0.3 -0.1 0.650
O 2.02162 -0.76875 -4.16782 -0.4 -0.3 0.3 -0.683
O 3.75882 0.84593 -5.06135 0.5 0.1 0.3 -0.808
O 2.72255 1.24086 -2.79255 0.5 0.1 -0.1 -0.719
Na 12.12644 0.46625 0.14273 -0.1 -0.4 0.1 0.910
K 5.20663 2.14652 -3.51474 -0.2 -0.1 0.2 0.911
C 7.24459 4.22449 3.99428 -0.2 -0.1 0.0 -0.342
Br 6.36869 2.70304 3.20775 0.0 0.6 0.0 0.037
Br 8.26007 3.73473 5.55613 0.0 0.0 -0.1 -0.026
Br 8.33334 5.16647 2.70717 0.0 0.0 0.0 -0.038
H 6.47618 4.91138 4.31829 0.0 0.0 0.0 0.312
K -2.33997 -1.65413 -2.98013 1.5 -0.8 -2.1 1.028

=====

No. 2
71
Properties=species:S:1:pos:R:3:forces:R:3:mulliken_charge:R:1 method="wB97M-V/def2-TZVPD" e_homo_ev=-8.7 max_force_ev_per_a=2.4 orbital_gap_ev=8.8 spin_multiplicity=1
C 6.02470 -0.29516 -1.03712 -0.1 -0.5 -0.6 -1.190
C 5.06926 0.28766 -2.08332 -0.4 0.3 0.3 0.286
O 4.59562 1.61151 -1.71619 -0.2 -0.4 0.4 -0.613
B 3.23821 1.60576 -1.97721 1.0 0.1 -0.2 0.681
O 2.79895 1.56632 -3.28351 -0.2 -0.4 0.5 -0.263
O 2.39692 1.59509 -0.85408 -0.7 0.7 -1.3 -0.348
S 0.93342 2.36959 -0.98252 0.4 -0.9 -0.3 0.934
O 1.03766 3.48968 -1.88842 0.2 -0.3 -0.5 -0.710
O 0.03001 1.14404 -1.73422 0.7 0.3 0.2 -0.315
C -1.29128 1.12148 -1.16750 -0.4 0.5 -0.4 0.560
C -2.33115 1.19697 -2.30638 0.6 0.2 0.9 -0.314
O -3.00790 -0.03060 -2.48477 -0.4 0.4 -0.3 -0.415
C -3.97409 -0.24837 -1.48332 0.0 0.1 -0.2 -0.399
C -5.22027 -0.93813 -2.06982 0.1 0.1 0.7 0.784
F -5.58161 -1.95278 -1.24768 0.0 0.0 -0.5 -0.283
F -6.28475 -0.09605 -2.08475 0.3 -0.1 -0.2 -0.293
F -5.04426 -1.39379 -3.30784 -0.1 -0.1 0.3 -0.249
H 6.34951 0.42616 -0.29100 0.0 0.1 -0.1 0.401
H 5.53783 -1.14673 -0.55168 0.0 0.2 0.3 0.133
H 6.87761 -0.72950 -1.56731 0.2 0.2 0.3 0.298
H 4.19395 -0.37737 -2.14367 0.5 0.4 0.0 -0.113
H 5.49968 0.31539 -3.08640 0.1 0.1 0.1 0.409
H 2.56748 0.66701 -3.55187 -0.2 0.2 -0.3 0.239
H -1.44984 1.98752 -0.52227 0.2 0.0 0.0 0.078
H -1.43303 0.24387 -0.53051 0.1 -0.1 -0.2 -0.194
H -3.02033 2.02144 -2.07430 -0.3 -0.3 -0.1 0.418
H -1.79133 1.49831 -3.20396 -0.2 -0.5 -0.2 -0.207
H -4.33123 0.69891 -1.06397 0.1 -0.1 0.0 0.316
H -3.56866 -0.85414 -0.66733 -0.2 -0.1 -0.1 0.273
C -0.09027 1.91815 -6.06710 0.1 0.0 0.0 -0.167
C 1.06461 1.02719 -6.06835 -0.1 0.1 0.0 0.440
N 1.97219 0.32713 -6.07267 0.1 -0.1 0.0 -0.482
H 0.24285 2.95243 -6.12457 0.0 0.0 0.0 0.274
H -0.72763 1.69818 -6.92153 0.0 0.0 0.0 0.345
H -0.65896 1.77839 -5.15067 0.0 0.0 0.0 -0.284
C 0.06942 -2.47246 0.78159 0.0 0.2 0.0 0.138
C 0.67524 -1.37366 1.52828 -0.1 -0.1 -0.2 0.354
N 1.17154 -0.51675 2.10633 0.0 0.1 0.2 -0.491
H 0.18174 -3.40107 1.33352 -0.1 0.1 -0.1 -0.379
H -0.99082 -2.27499 0.62818 0.0 0.0 0.0 0.094
H 0.55681 -2.57404 -0.18691 0.0 0.0 0.0 0.306
C -1.65908 -0.12754 4.65126 0.0 0.0 0.0 -0.810
C -2.26074 -0.31066 3.33572 0.2 0.0 0.1 0.478
N -2.72842 -0.45127 2.29844 -0.1 0.0 -0.2 -0.451
H -2.36690 0.36274 5.31508 0.0 0.0 0.0 0.198
H -1.38375 -1.09308 5.07138 0.0 0.0 0.0 0.262
H -0.76712 0.49023 4.56353 0.0 0.0 0.0 0.277
C 1.21624 -5.37545 3.82862 0.0 0.0 -0.1 -0.811
C 0.62187 -5.54667 2.50521 0.1 -0.1 0.3 0.378
N 0.15507 -5.68103 1.46731 0.0 -0.1 -0.1 -0.437
H 0.50305 -4.89207 4.49337 0.0 0.0 0.0 0.251
H 1.48571 -6.34622 4.23973 0.0 0.0 0.0 0.339
H 2.10969 -4.75810 3.75501 0.0 0.0 0.0 0.270
C 4.53558 -4.32142 -1.47305 0.0 0.1 0.0 -0.898
C 4.31228 -3.14427 -2.30788 0.0 -0.3 0.2 0.379
N 4.13699 -2.21916 -2.96072 -0.2 -0.5 -0.4 -0.381
H 4.88347 -4.01481 -0.48811 0.0 0.0 0.0 0.271
H 3.60690 -4.87914 -1.36632 0.0 0.0 0.0 0.285
H 5.28548 -4.96213 -1.93272 0.0 0.0 0.0 0.313
C -1.10285 5.16737 2.10622 0.0 0.0 -0.1 -0.920
C -0.58422 3.90609 1.58366 0.0 0.3 0.1 0.515
N -0.15985 2.92133 1.17141 -1.0 0.2 2.1 -0.470
H -0.46821 5.51488 2.91902 0.0 0.0 0.0 0.315
H -1.11839 5.91993 1.31940 0.0 0.0 0.0 0.287
H -2.11407 5.02170 2.48126 0.0 0.0 0.0 0.256
C -5.20094 2.66113 5.59625 0.1 0.0 0.0 -0.750
C -3.82982 2.65117 6.10123 -0.3 0.0 -0.1 0.392
N -2.75441 2.64335 6.49662 0.2 0.0 0.1 -0.416
H -5.88002 2.98989 6.38030 0.0 0.0 0.0 0.291
H -5.27760 3.34052 4.74984 0.0 0.0 0.0 0.249
H -5.48372 1.66010 5.27576 0.0 0.0 0.0 0.285

=====

No. 3
62
Properties=species:S:1:pos:R:3:forces:R:3:lowdin_spin:R:1 method="wB97M-V/def2-TZVPD" e_homo_ev="-13.9 / -14.0" max_force_ev_per_a=0.7 orbital_gap_ev="7.8 / 6.2" spin_multiplicity=2 e_above_lowest_kcal_mol=0.0 total_charge=+2 s2=0.755
Mg -0.62377 -0.05588 0.34037 0.2 0.2 -0.6 0.005
S -1.32119 1.83585 1.84091 0.1 0.1 0.3 0.239
C 0.10614 2.61669 2.52022 -0.2 0.0 -0.2 0.033
N 0.61582 2.21994 3.70053 -0.1 -0.2 0.0 0.003
C 1.65890 2.81534 4.30913 0.1 0.1 0.0 -0.001
C 2.26744 3.89436 3.72057 0.0 -0.1 0.1 0.000
C 1.77124 4.34240 2.49761 0.0 0.0 -0.1 0.002
C 0.69758 3.71039 1.89612 0.0 0.0 0.1 0.010
H 0.17874 1.41659 4.15760 0.0 0.0 0.0 0.000
H 1.95351 2.39273 5.25885 0.0 0.0 0.0 0.000
H 3.09949 4.37770 4.20949 0.0 0.0 0.0 0.000
H 2.22322 5.19790 2.01288 0.0 0.0 0.0 0.000
H 0.29554 4.06123 0.95706 0.0 0.0 0.0 0.002
C -3.51910 -4.17975 -2.07038 0.0 0.1 0.0 0.000
N -3.48454 -2.69438 -2.17750 0.0 0.1 -0.1 0.000
C -4.26896 -2.05185 -1.08306 0.1 0.0 -0.1 0.000
C -2.05792 -2.17234 -2.25260 -0.1 -0.1 0.0 0.000
C -2.03664 -0.69068 -2.51054 0.0 -0.2 0.1 0.000
C -2.48076 -0.27797 -3.76649 0.0 0.1 0.0 0.000
C -2.58131 1.06826 -4.07286 0.1 0.0 0.1 0.000
C -2.21237 1.99497 -3.10823 -0.1 0.0 -0.1 0.000
C -1.74407 1.56079 -1.87704 0.1 0.1 0.2 0.002
C -1.63124 0.20747 -1.51201 0.0 0.1 -0.1 0.000
H -4.55436 -4.50991 -2.08310 0.0 0.0 0.0 0.000
H -3.04711 -4.46005 -1.13165 0.0 0.0 0.0 0.000
H -2.97397 -4.60453 -2.90946 0.0 0.0 0.0 0.000
H -3.92448 -2.43005 -3.06155 0.0 0.0 0.0 0.000
H -3.81216 -2.33892 -0.13853 0.0 0.0 0.0 0.000
H -5.29239 -2.41289 -1.13571 0.0 0.0 0.0 0.000
H -4.22720 -0.97453 -1.21379 0.0 0.0 0.0 0.000
H -1.59234 -2.74599 -3.05621 0.0 0.0 0.0 0.000
H -1.59975 -2.45215 -1.30300 0.0 0.1 0.0 0.000
H -2.73447 -1.00912 -4.52947 0.0 0.0 0.0 0.000
H -2.92821 1.38645 -5.04520 0.0 0.0 0.0 0.000
H -2.28475 3.05305 -3.32090 0.0 0.0 0.0 0.000
H -1.46087 2.33125 -1.16277 0.0 0.0 0.0 0.002
C 3.93031 -1.23607 2.33831 0.1 0.0 0.0 0.000
C 2.43632 -1.04092 2.09949 0.0 0.0 0.0 0.000
P 1.96114 -0.28328 0.49767 -0.1 -0.2 0.1 0.000
C 3.02991 1.18925 0.33607 0.0 0.0 0.0 0.000
C 2.62166 2.13377 -0.79199 0.0 0.0 0.0 0.000
C 2.52706 -1.50639 -0.74166 0.1 0.0 0.0 0.000
C 2.12860 -1.18450 -2.18089 0.0 0.0 -0.1 0.000
H 4.09427 -1.75814 3.27940 0.0 0.0 0.0 0.000
H 4.46023 -0.28536 2.39288 0.0 0.0 0.0 0.000
H 4.39365 -1.83280 1.55345 0.0 0.0 0.0 0.000
H 1.99548 -0.42741 2.89250 0.0 0.0 0.0 0.000
H 1.90952 -1.99865 2.14533 0.0 0.0 0.0 0.000
H 4.06272 0.85265 0.21816 0.0 0.0 0.0 0.000
H 2.98010 1.70715 1.30029 0.0 0.0 0.0 0.000
H 2.79838 1.69500 -1.77177 0.0 0.0 0.0 0.000
H 3.19497 3.05871 -0.74480 0.0 0.0 0.0 0.000
H 1.56069 2.39027 -0.73662 0.0 0.0 0.0 0.000
H 2.08905 -2.45857 -0.42605 0.0 0.0 0.0 0.000
H 3.61022 -1.62289 -0.65987 0.0 0.0 0.0 0.000
H 1.07801 -0.89253 -2.26452 0.0 0.0 0.0 0.000
H 2.29022 -2.05268 -2.81846 0.0 0.0 0.0 0.000
H 2.72447 -0.37153 -2.59181 0.0 0.0 0.0 0.000
Cl -3.90550 -1.59075 4.01407 -0.2 -0.1 0.0 0.186
Ge -2.29041 -0.42268 3.25284 0.1 0.0 0.0 0.350
Cl -1.37398 -1.90879 1.69107 -0.1 0.0 0.2 0.084
Cl -0.78077 -0.57524 4.81762 0.1 0.1 0.0 0.080